[1]
Here is a molecular structure, C23H27ClGaO2P at a distorted geometry from the OMol25 dataset. Energies are from the ωB97M-V functional and the def2-TZVPD basis.

Computed properties:
- total charge = +2
- LUMO level (eV) = -9.1
- HOMO-LUMO gap (eV) = 5.90
- HOMO level (hartree) = -0.5516

Last column: Mulliken charge in e.
Positions of all 55 atoms, in Å:
Ga  0.3720  1.5168  -0.4758  0.841
Cl  0.9345  2.2255  -2.4183  -0.165
C  -0.8274  2.5862  0.4164  0.914
O  -1.5956  3.4539  0.4667  -0.063
P  -0.5588  -0.9123  -0.3639  0.591
C  -1.2998  -1.8959  1.0338  0.631
C  -2.0310  -0.4122  -1.3640  0.097
C  0.1999  -2.2241  -1.4387  0.644
C  -1.9139  -0.2998  -2.7518  -0.340
C  -2.9927  0.2294  -3.4543  -0.743
C  -4.1368  0.6782  -2.8217  -0.563
C  -4.2219  0.5842  -1.4385  -0.689
C  -3.1727  0.0498  -0.6932  -0.256
H  -0.9586  -0.5505  -3.2522  0.490
H  -2.8959  0.3203  -4.5263  0.431
H  -4.9637  1.0977  -3.3882  0.448
H  -5.0933  0.9128  -0.9149  0.495
H  -3.2062  0.0025  0.3988  0.468
C  -1.4963  -1.2866  2.2825  0.053
C  -2.0824  -1.9673  3.3474  -0.709
C  -2.5177  -3.2785  3.2008  -0.597
C  -2.3676  -3.8733  1.9481  -0.681
C  -1.7478  -3.2205  0.8804  -0.512
H  -1.1447  -0.2620  2.4237  0.310
H  -2.2212  -1.4703  4.2958  0.422
H  -2.9596  -3.8219  4.0347  0.418
H  -2.7040  -4.8918  1.8094  0.425
H  -1.6221  -3.7245  -0.0797  0.409
C  -0.6012  -3.0957  -2.2130  -0.275
C  0.0146  -4.0559  -3.0519  -0.785
C  1.4146  -4.1108  -3.1446  -0.584
C  2.1842  -3.2546  -2.3583  -0.685
C  1.6070  -2.3305  -1.4845  -0.613
H  -1.6958  -3.0384  -2.1530  0.461
H  -0.6321  -4.7063  -3.6422  0.411
H  1.8531  -4.8269  -3.8351  0.431
H  3.2542  -3.3311  -2.4254  0.446
H  2.2111  -1.6428  -0.9080  0.417
H  1.5683  0.1201  2.7740  -0.180
H  2.0965  -0.2141  2.4255  0.223
C  1.9981  5.2329  1.0783  -1.094
C  2.5780  4.0065  0.3861  -0.242
O  2.2897  2.7716  1.0849  -0.323
C  3.0129  2.6381  2.3256  -0.156
C  4.5290  2.6281  2.1952  -1.243
H  0.9258  5.0996  1.2957  0.202
H  2.1758  6.1029  0.4312  0.403
H  2.5180  5.5253  2.0081  0.337
H  2.1417  3.8908  -0.6157  0.245
H  3.6682  4.0818  0.3395  0.336
H  2.7101  3.4499  3.0266  0.301
H  2.6609  1.6828  2.7531  0.109
H  4.9596  3.5797  1.8827  0.359
H  4.9409  2.3759  3.1728  0.411
H  4.8418  1.8555  1.4955  0.320


[2]
Here is a single C3H6NPS molecule at a distorted geometry from the OMol25 dataset. Energies are from the ωB97M-V functional and the def2-TZVPD basis.

Computed properties:
- energy above the lowest of the compared OMol25 structures with the same formula, charge and spin (kJ/mol) = 376.15
- LUMO level (alpha / beta) (eV) = 0.0 / 0.0
- HOMO-LUMO gap (alpha / beta) (eV) = 8.29 / 7.98
- HOMO level (alpha / beta) (hartree) = -0.3052 / -0.2914

Last column: Mulliken charge in e.
Positions of all 12 atoms, in Å:
C  1.3298  -0.5437  0.4356  -0.065
C  1.4162  0.9073  -0.1293  -0.524
C  -1.0694  0.3277  -0.4765  -0.381
N  0.2920  -1.2568  0.4449  -0.524
P  -2.6966  -0.3083  0.1158  -0.112
S  -0.2251  1.6676  0.2507  -0.042
H  2.1766  -1.0768  0.6068  0.482
H  2.3510  1.4421  0.4287  0.309
H  1.6583  0.7553  -1.2685  0.249
H  -0.6761  0.1409  -1.4374  0.421
H  -2.0966  -0.4400  1.4979  0.097
H  -2.4603  -1.6154  -0.4686  0.090